No. 1
13
Properties=species:S:1:pos:R:3:lowdin_charge:R:1 method="wB97M-V/def2-TZVPD" multiplicity=4 s_squared=3.753 e_lumo_ev="-10.408 / -10.922" e_above_lowest_kcal_mol=6.5 total_charge=+2
Er -1.15 -1.60 0.09 2.1342
O 1.14 -2.90 -3.76 0.3731
O 0.56 -1.25 1.30 -0.2704
O -0.45 0.59 0.55 -0.3425
O -0.37 -2.34 -2.09 0.0558
C 0.47 -2.59 -2.88 -0.2919
C -0.69 1.98 0.53 -0.0265
C 0.65 0.10 1.38 -0.3162
H -1.46 2.17 -0.22 0.1125
H -1.02 2.32 1.52 0.1232
H 1.59 0.51 0.95 0.1621
H 0.23 2.52 0.24 0.1248
H 0.49 0.50 2.40 0.1618


No. 2
70
Properties=species:S:1:pos:R:3:lowdin_charge:R:1 method="wB97M-V/def2-TZVPD" multiplicity=1 e_lumo_ev=-4.177 e_above_lowest_kcal_mol=10.8 total_charge=+1
I 5.22 -8.93 12.00 1.1208
Ti 7.55 -12.97 10.98 1.2490
Cl 12.06 -13.92 9.94 0.7647
Cl 13.13 -8.65 9.44 0.7309
F 3.49 -10.21 15.00 0.0829
F 6.50 -15.74 7.57 0.2943
F 4.10 -13.88 11.04 0.1190
F 8.47 -14.54 7.30 0.2263
F 6.66 -13.90 9.62 -0.3509
F 5.97 -11.19 14.43 0.0514
F 1.68 -13.00 11.62 0.1124
F 6.51 -13.65 6.66 0.2501
O 9.48 -12.87 11.08 -0.1751
O 7.67 -11.04 11.32 -0.1793
N 6.38 -13.16 12.53 -0.0937
N 8.17 -14.97 11.90 -0.2254
N 5.15 -11.10 9.98 0.0234
N 7.93 -11.89 8.83 0.1896
C 7.95 -11.51 7.74 -0.1268
C 2.69 -12.55 12.37 -0.1952
C 9.67 -16.25 10.27 -0.0643
C 12.01 -9.90 9.77 -0.6826
C 8.23 -14.56 13.33 -0.1815
C 8.59 -10.21 11.12 -0.1020
C 9.56 -15.56 11.67 -0.1933
C 5.07 -12.62 12.77 -0.1545
C 6.93 -13.88 13.69 -0.1781
C 3.17 -9.98 8.36 -0.0588
C 8.07 -11.18 6.33 0.0087
C 3.69 -9.27 9.40 -0.1353
C 7.06 -15.98 11.80 -0.2056
C 10.77 -9.58 10.34 -0.0226
C 9.90 -10.58 10.69 -0.1450
C 4.87 -11.70 13.80 -0.2243
C 4.66 -9.88 10.21 -0.7102
C 3.62 -11.20 14.09 -0.2530
C 10.24 -11.96 10.58 -0.3528
C 3.96 -13.02 12.04 -0.1704
C 2.52 -11.58 13.33 0.0914
C 4.65 -11.79 8.90 -0.1152
C 7.23 -17.25 12.64 -0.0507
C 12.39 -11.20 9.60 -0.0869
C 11.51 -12.25 10.02 -0.4864
C 3.63 -11.27 8.14 -0.0478
B 7.12 -14.63 7.30 -0.8964
H 10.29 -14.74 11.71 0.0656
H 7.27 -11.64 5.79 0.0849
H 9.46 -15.63 9.45 0.0313
H 6.35 -17.86 12.65 0.0850
H 9.03 -11.49 6.02 0.0955
H 8.04 -17.89 12.23 0.0845
H 10.47 -8.55 10.51 0.1288
H 9.06 -17.14 10.24 0.0674
H 9.69 -16.29 12.46 0.1154
H 8.34 -9.16 11.26 0.1219
H 7.15 -13.32 14.64 0.1431
H 6.18 -14.64 13.97 0.1388
H 3.28 -8.32 9.69 0.0922
H 8.43 -15.46 13.88 0.1093
H 13.39 -11.37 9.12 0.1396
H 2.38 -9.59 7.71 0.1258
H 3.15 -11.85 7.34 0.1181
H 6.18 -15.48 12.06 0.0762
H 9.15 -13.95 13.40 0.1369
H 8.03 -10.11 6.22 0.0936
H 1.59 -11.13 13.56 0.1386
H 7.46 -17.08 13.66 0.0593
H 6.96 -16.28 10.71 0.1367
H 5.14 -12.74 8.72 0.0786
H 10.73 -16.56 10.08 0.0819


No. 3
31
Properties=species:S:1:pos:R:3:lowdin_charge:R:1 method="wB97M-V/def2-TZVPD" multiplicity=1 e_lumo_ev=-0.193 e_above_lowest_kcal_mol=153.3 total_charge=0
O -2.66 -1.44 0.89 0.1013
O 0.81 1.35 4.26 0.0672
O -2.18 -1.20 3.17 0.0673
O 1.95 -1.12 0.13 0.0296
N -0.31 -0.61 0.02 0.0342
N 1.91 -0.47 3.16 0.1373
N -0.55 -0.84 -2.62 -0.0525
C -1.87 -1.10 1.95 -0.3733
C 0.93 -0.70 -0.47 -0.4575
C 0.75 -0.60 -2.01 -0.3489
C 0.08 0.83 2.13 -0.0355
C 1.28 0.67 -2.62 -0.0879
C -0.11 1.51 -2.19 -0.1378
C -0.47 -0.56 1.50 -0.1862
C 1.05 0.65 3.30 -0.4834
C -1.08 0.50 -2.88 -0.2845
H -0.12 2.71 -2.62 0.1617
H 0.40 -1.32 1.66 0.1553
H 2.34 -0.77 2.27 0.0833
H -3.39 -1.95 1.20 0.1067
H -1.17 0.37 -0.61 0.2932
H -0.05 1.60 -0.96 0.1164
H -1.40 -1.25 -1.97 0.1737
H -2.03 0.58 -2.41 0.0735
H 0.21 1.62 1.24 0.1479
H -0.85 1.34 2.38 0.1023
H 1.33 -1.51 -2.22 0.1459
H 2.13 0.99 -1.95 0.1176
H 2.69 -0.36 3.81 0.1052
H -1.32 0.43 -4.00 0.1412
H 1.75 0.64 -3.55 0.0865


No. 4
26
Properties=species:S:1:pos:R:3:lowdin_charge:R:1 method="wB97M-V/def2-TZVPD" multiplicity=1 e_lumo_ev=1.224 total_charge=-1
Br -1.41 -3.16 -2.13 0.2872
O -0.16 1.34 3.74 0.1006
O 3.79 -0.29 0.35 0.0976
O 4.33 1.29 2.32 0.0714
O -0.70 -0.24 1.83 0.0977
N -2.50 0.27 -2.28 -0.1552
C 3.15 0.97 2.25 -0.3245
C 0.87 1.00 2.99 -0.2407
C -1.11 -0.26 -2.17 -0.4527
C 2.75 0.05 1.12 -0.2367
C 0.48 0.06 1.86 -0.2898
C -3.34 -0.32 -3.31 -0.1924
C 2.13 1.43 3.17 0.0563
C 1.50 -0.39 0.93 0.0799
C -0.75 -1.42 -1.28 -0.6338
H -0.92 0.86 3.34 0.1130
H -3.16 0.19 -4.27 0.0575
H -3.17 -1.39 -3.45 0.0106
H -0.50 0.57 -1.78 0.0724
H 1.18 -1.03 0.09 0.0916
H -1.38 -1.37 -0.38 -0.0526
H 4.56 0.17 0.74 0.1030
H 2.42 2.10 3.97 0.1260
H -4.39 -0.17 -3.07 0.0601
H -0.77 -0.43 -3.20 0.0809
H -2.94 0.16 -1.37 0.0726


No. 5
20
Properties=species:S:1:pos:R:3:lowdin_charge:R:1 method="wB97M-V/def2-TZVPD" multiplicity=1 e_lumo_ev=0.830 e_above_lowest_kcal_mol=85.6 total_charge=0
O 0.06 1.73 -0.13 0.0405
O -2.10 1.76 1.74 -0.0756
N 1.63 1.03 -1.65 0.1659
N 0.58 -1.52 -1.66 0.0363
C -0.40 -2.33 1.34 -0.1048
C 0.57 -0.60 -0.19 -0.2334
C -0.55 -0.89 0.88 -0.2008
C 0.72 0.86 -0.69 -0.5092
H -0.40 -1.35 -1.90 0.0461
H 0.56 -1.83 -0.60 0.0009
H 1.47 -0.93 0.35 0.1463
H -1.42 1.92 1.08 -0.0202
H 1.50 1.88 -2.16 0.1149
H -0.37 -0.21 1.72 0.1105
H 1.68 0.12 -2.13 0.0897
H -2.68 2.53 1.72 0.0404
H -1.22 -2.60 2.02 0.0818
H -0.49 -2.97 0.45 0.0750
H 0.53 -2.63 1.82 0.0804
H -1.51 -0.58 0.47 0.1153


No. 6
27
Properties=species:S:1:pos:R:3:lowdin_charge:R:1 method="wB97M-V/def2-TZVPD" multiplicity=1 e_lumo_ev=0.514 e_above_lowest_kcal_mol=58.8 total_charge=0
S -3.57 1.21 -0.69 0.9954
O 1.63 1.84 -0.09 0.1381
O 1.19 0.23 -1.60 -0.0600
O -1.04 -0.06 2.10 0.0757
O -2.28 -2.55 -1.09 0.0139
N -2.72 -1.48 -0.87 -0.1597
N 0.07 -1.49 0.76 0.0092
C 0.88 1.05 -0.60 -0.4940
C 2.44 0.44 -2.27 -0.0290
C -0.25 -2.64 1.54 -0.0870
C -2.64 1.87 0.66 -0.4607
C -0.49 0.67 -0.08 -0.1784
C -0.46 -0.30 1.07 -0.4861
C -1.11 2.01 0.36 -0.1644
C -2.90 -0.30 -0.84 -0.4315
H -0.97 -2.24 2.42 0.1352
H 2.62 -0.46 -2.92 0.1103
H 2.51 1.39 -2.81 0.0939
H 0.64 -1.57 -0.15 0.1767
H -2.79 1.45 1.63 0.0717
H -0.98 2.65 -0.54 0.1297
H -0.85 -3.43 0.90 0.1066
H -0.61 2.52 1.15 0.1144
H 3.12 0.51 -1.35 0.1195
H -2.95 2.87 0.87 0.0698
H 0.65 -3.10 1.91 0.0609
H -1.03 0.31 -1.00 0.1296


| no. | maximum force (eV Å⁻¹) |
| --- | --- |
| 1 | 3.72 |
| 2 | 2.58 |
| 3 | 6.42 |
| 4 | 0.36 |
| 5 | 4.64 |
| 6 | 4.75 |